ORCA calculation (the ωB97M-V functional and the def2-TZVPD basis) on a structure of composition C28H23BrF4N2PRuS in a non-equilibrium geometry.

```
61
Properties=species:S:1:pos:R:3:nbo_charge:R:1
Ru 0.02557 0.05045 -0.28646 0.386
Br -1.08784 -1.86906 0.98121 0.344
S 1.02393 1.65684 -1.54978 0.318
P -2.11332 -0.03582 -1.56219 1.322
F -6.54502 -2.57323 -1.25146 -0.231
F -3.21413 -3.71817 1.82361 -0.266
F -5.69076 -4.06126 0.83091 -0.227
F -4.94647 -0.73717 -2.34624 -0.273
N 0.22046 1.75003 3.76440 -0.332
N 1.37602 -1.06939 -1.92633 -0.244
C 1.30986 -0.37200 1.15256 -0.080
C -1.25386 -1.86278 -3.37847 -0.095
C -2.82709 1.56560 -1.47993 -0.387
C -5.34022 -2.39653 -0.76880 0.303
C 2.02053 -1.57030 0.96074 -0.166
C -1.64379 -1.74192 -5.72995 -0.091
C -3.21646 -1.23362 -0.82736 -0.527
C -2.33761 -0.52853 -5.58076 -0.195
C 1.05323 1.84418 2.48490 -0.231
C -3.95905 4.09066 -1.35014 -0.110
C -2.96488 3.82467 -2.29225 -0.191
C 1.43369 0.10751 -1.96951 0.044
C -1.94358 -0.63121 -3.21460 -0.488
C -4.49371 -1.44448 -1.32297 0.441
C 1.05365 1.48645 5.00124 -0.417
C -1.10086 -2.41132 -4.62536 -0.222
C -0.90212 0.76299 3.66946 -0.418
C 3.72348 -0.83025 2.46862 -0.125
C -3.62014 -2.97845 0.80677 0.372
C -2.81262 -2.02580 0.23388 -0.161
C 1.75686 0.57126 2.11384 -0.137
C -4.90321 -3.16365 0.29850 0.337
C 2.99039 0.33639 2.70014 -0.172
C 3.22552 -1.79406 1.60832 -0.178
C -4.37125 3.10762 -0.45631 -0.185
C -2.38503 2.57256 -2.35192 -0.194
C -3.80780 1.84585 -0.51410 -0.198
C -2.48994 0.03087 -4.33588 -0.150
H 1.44355 0.47627 4.92964 0.239
H -0.56999 -3.34100 -4.76995 0.255
H -1.49536 0.99843 2.78971 0.213
H -0.84201 -2.36673 -2.51098 0.210
H 1.77260 2.63576 2.68902 0.259
H 1.65530 -2.30632 0.25738 0.245
H -3.06927 0.93398 -4.19784 0.236
H 3.41565 1.08711 3.35675 0.241
H -1.51090 0.85444 4.56460 0.261
H -2.64580 4.59740 -2.97874 0.257
H -0.46572 -0.22993 3.60188 0.235
H -2.77119 -0.05690 -6.45199 0.258
H 1.85395 2.21999 5.03657 0.244
H 0.40011 1.59033 5.86263 0.255
H -4.15606 1.07679 0.16530 0.228
H -0.19428 2.67503 3.89003 0.441
H 3.78348 -2.70403 1.43207 0.266
H 4.67217 -0.97401 2.96798 0.265
H 0.36774 2.19992 1.71341 0.215
H -5.14659 3.32048 0.26710 0.253
H -4.41217 5.07286 -1.31133 0.257
H -1.54644 -2.18468 -6.71222 0.254
H -1.59014 2.38693 -3.06497 0.236
```

E_tot: -4997.0736 Ha
Max |F|: 1.77 eV/A
Orbital gap (alpha / beta): 5.17 / 5.19 eV
E_HOMO (alpha / beta): -17.2 / -17.2 eV
LUMO energy (alpha / beta): -12.00 / -11.98 eV
Net charge: +3
Multiplicity: 1

=====

ORCA calculation (the ωB97M-V functional and the def2-TZVPD basis) on a structure of composition C28H23ClMnN5O7 in a non-equilibrium geometry.

```
65
Properties=species:S:1:pos:R:3:nbo_charge:R:1
Mn -0.17222 -0.77232 -0.66570 1.556
Cl -6.10731 3.70007 0.76456 -0.054
O 3.83876 -1.94747 -0.58203 -0.697
O 2.65075 5.98423 -0.98767 -0.378
O -1.86129 0.06162 -0.96860 -0.811
O 1.68830 -1.38049 -0.74907 -0.876
O 3.82759 6.61765 -2.67166 -0.404
O 0.52210 0.38302 -2.81902 -0.765
O 0.72073 1.46978 -0.88965 -0.770
N 3.12570 5.80372 -2.09231 0.532
N -2.08211 -1.07408 1.78987 -0.497
N -0.19231 -2.97852 1.61501 -0.439
N 0.60993 0.11662 1.55445 -0.856
N -0.82496 -2.25515 -2.40559 -0.419
C -4.83445 2.59742 0.28221 -0.119
C 2.78274 -1.52871 -0.11007 0.800
C -4.21884 2.75651 -0.96125 -0.185
C -0.53342 -3.70080 3.90166 -0.107
C 0.48792 -4.66191 3.72960 -0.140
C -0.84574 -2.87660 2.79373 0.208
C -2.49998 -1.74419 4.13139 -0.246
C -2.75905 0.83977 -0.50924 0.422
C 0.74206 -3.88216 1.48916 0.061
C 1.75691 2.40811 -2.80033 -0.137
C 0.05112 -1.98560 -4.83166 -0.724
C -4.44586 1.58960 1.11939 -0.179
C -2.18941 -2.57295 5.22445 -0.200
C 2.07335 0.19319 1.64715 -0.208
C 3.04107 3.15861 -4.70263 -0.228
C 2.72530 -1.16470 1.38100 -0.526
C 0.92775 1.33414 -2.11915 0.762
C -0.48726 -2.18083 -3.49751 0.405
C -3.22454 1.89715 -1.34563 -0.280
C -3.40933 0.70380 0.77277 -0.185
C -1.22801 -3.53690 5.12155 -0.214
C -3.09545 -0.29454 1.76510 0.185
C 2.25440 2.19762 -4.08007 -0.137
C 2.04864 3.59167 -2.14066 -0.108
C 2.82227 4.54627 -2.78031 -0.011
C 1.12001 -4.75957 2.52571 -0.261
C -1.86611 -1.87776 2.91302 0.137
C 3.32990 4.34664 -4.05585 -0.198
H -3.24698 -0.97284 4.26537 0.206
H -0.59757 -2.43631 -5.58085 0.237
H 1.25611 -3.90424 0.53528 0.214
H -2.74542 2.00264 -2.31009 0.224
H 3.74463 -1.18262 1.76571 0.214
H 2.40542 0.91389 0.89993 0.217
H -2.71727 -2.43468 6.16014 0.207
H 1.04364 -2.42914 -4.88833 0.258
H 3.43700 2.98195 -5.69444 0.209
H -4.53702 3.55549 -1.61879 0.215
H 0.21161 1.04365 1.45959 0.384
H 2.14936 -1.94176 1.89930 0.204
H -0.97337 -4.16861 5.96417 0.205
H 0.76419 -5.29754 4.56315 0.206
H -3.81732 -0.31516 2.59395 0.130
H 1.67760 3.75935 -1.14032 0.260
H 3.93443 5.11443 -4.51516 0.238
H 2.01426 1.26205 -4.56662 0.233
H 0.21812 -0.32495 2.37825 0.362
H 1.91663 -5.47266 2.36319 0.218
H -4.93481 1.47879 2.08108 0.208
H 2.39419 0.55908 2.63091 0.159
H 0.13289 -0.91278 -5.00153 0.283
```

Energy relative to the best compared isomer or geometry (same formula, charge and spin): 0.9391 eV
E_tot: -3492.5882 Ha
Max |F|: 1.40 eV/A
Orbital gap (alpha / beta): 6.57 / 6.93 eV
E_HOMO (alpha / beta): -4.7 / -5.0 eV
LUMO energy (alpha / beta): 1.91 / 1.90 eV
Net charge: -1
Multiplicity: 6

=====

Q: The lowest multiplicity belongs to which entry?
A: C28H23BrF4N2PRuS